ORCA calculation (ωB97M-V/def2-TZVPD) on C30H53N5O8SSeSi3Ti as an isolated structure.

Properties
<S²> = 0.75
charge = +1
spin multiplicity = 2
orbital gap (alpha / beta) = 0.245 / 0.255 hartree
HOMO level (alpha / beta) = -0.3765 / -0.3862 Ha

Geometry as XYZ:
```
102
Properties=species:S:1:pos:R:3:forces:R:3
Ti 1.31218 -1.19581 -0.57482 0.0 2.9 1.1
C 4.05608 -0.97551 -1.77132 0.6 0.0 -0.7
O 3.16638 -0.73091 -0.69642 1.6 0.1 0.3
Si 3.63148 -0.80521 1.00938 0.1 0.3 0.1
C 5.08398 -2.03641 1.14838 -0.8 0.3 -0.2
C 4.46968 0.88409 1.32768 -0.6 -0.6 0.0
C 1.83688 -1.25031 1.47488 0.4 -0.1 0.7
Si 0.79988 0.05599 2.42278 -0.2 0.4 0.2
C -0.71482 -0.62261 3.37028 0.7 0.0 -0.3
C -0.00022 1.35109 1.24318 0.3 -0.4 0.4
C 1.79928 1.10999 3.67378 -0.3 -0.5 -0.5
Si 1.72998 -3.02541 2.28028 0.5 0.1 0.5
C 2.84428 -4.28591 1.36848 -0.3 0.5 0.2
C 0.02878 -3.88841 2.42348 0.4 0.5 -0.2
C 2.41028 -2.79101 4.05488 -0.3 -0.2 -0.7
H 4.59818 -1.91241 -1.61092 -0.1 0.1 0.0
H 4.76358 -0.14521 -1.85552 -0.1 -0.1 0.0
H 3.49338 -1.05431 -2.70982 0.1 0.1 0.2
H 6.02758 -1.56171 0.89038 0.0 0.2 0.0
H 4.96028 -2.90211 0.50948 0.0 -0.2 0.0
H 5.16838 -2.39351 2.16748 0.0 -0.1 0.3
H 5.46168 0.90009 0.88308 0.1 -0.2 -0.1
H 4.59138 1.06769 2.38788 0.0 0.0 0.3
H 3.91568 1.70359 0.88978 -0.2 0.1 -0.1
H -1.46302 -1.07211 2.72478 -0.1 -0.1 -0.2
H -1.19902 0.18819 3.90678 0.0 0.3 0.0
H -0.43962 -1.36601 4.10728 0.1 -0.2 0.2
H -0.62502 0.89209 0.48388 -0.1 0.1 0.0
H 0.74328 1.95169 0.73378 0.1 0.0 -0.1
H -0.63332 2.03339 1.80008 -0.2 0.1 0.4
H 2.26478 0.48939 4.43068 0.1 -0.2 0.2
H 1.13718 1.80229 4.18558 -0.2 0.1 0.1
H 2.57998 1.69769 3.20458 0.2 0.1 -0.2
H 3.05738 -3.97241 0.34978 0.0 -0.1 0.0
H 2.34608 -5.24681 1.30038 -0.2 -0.1 0.0
H 3.78078 -4.44321 1.88948 0.2 0.0 0.1
H -0.83252 -3.25981 2.61378 -0.1 0.2 0.1
H 0.08778 -4.58511 3.25568 0.2 -0.1 0.2
H -0.18092 -4.48831 1.54178 0.0 0.0 -0.2
H 3.34068 -2.23401 4.07098 0.2 0.1 -0.1
H 2.59368 -3.75191 4.52238 0.0 -0.3 0.1
H 1.70518 -2.25961 4.68298 -0.2 0.2 0.2
C -6.38492 4.47569 1.47058 -0.1 0.1 -0.2
C -5.46742 3.27519 1.56078 0.1 -0.2 -0.7
S -5.08132 2.66809 -0.10722 0.8 -0.3 0.4
O -4.04672 3.48169 -0.70252 0.1 0.1 0.2
O -6.27412 2.46519 -0.86962 -0.5 -0.3 0.0
C -4.28042 1.05699 0.23668 -0.4 0.8 0.0
C -4.03302 0.31049 -1.06962 -0.8 0.5 -0.3
N -2.82982 -0.48111 -0.95402 0.8 -0.5 0.2
C -1.59862 -0.16151 -1.42102 -0.5 0.0 0.0
N -0.66812 -0.96831 -0.89872 -2.3 0.3 0.0
C -1.31902 -1.84821 -0.07242 -1.3 0.3 0.1
C -2.66732 -1.54741 -0.08272 2.3 0.4 -0.8
N -3.64962 -2.14511 0.71008 -1.2 -1.1 1.6
O -3.22362 -2.92641 1.56698 -0.7 0.8 -1.0
O -4.83482 -1.84251 0.54478 1.1 -0.4 0.0
C -1.33302 0.94009 -2.37672 0.0 -0.1 0.0
H -6.53652 4.91709 2.45548 0.0 -0.1 0.0
H -7.34822 4.17699 1.06138 0.0 0.1 0.0
H -5.94662 5.22419 0.81238 -0.1 0.1 0.0
H -5.93112 2.44479 2.08498 0.0 -0.1 0.1
H -4.50532 3.52049 2.00218 0.1 -0.1 0.1
H -4.91272 0.47809 0.90258 0.0 0.0 0.1
H -3.34142 1.32709 0.71918 0.0 0.0 0.1
H -3.92582 1.02009 -1.89182 0.2 -0.2 0.0
H -4.88392 -0.34301 -1.27212 0.3 0.1 -0.1
H -0.82612 -2.63971 0.46958 0.0 0.0 0.1
H -1.89212 0.78639 -3.29912 -0.1 -0.1 0.0
H -0.26592 0.95819 -2.60272 -0.1 0.1 0.0
H -1.63262 1.90089 -1.95462 0.0 0.1 0.0
C 0.86998 3.98989 -3.78202 -0.2 -0.3 -0.5
N 1.26408 4.45269 -2.48142 0.3 0.0 0.7
C 1.16048 5.74329 -2.04542 0.1 0.5 0.4
C 1.65408 5.78439 -0.78662 -0.3 0.5 -0.4
N 2.04848 4.51739 -0.45402 -0.4 -0.1 -0.7
C 2.69058 4.16579 0.78388 0.3 -0.3 0.4
C 1.79638 3.69769 -1.49872 -0.1 -0.5 -0.1
Se 2.16268 1.89189 -1.59862 0.5 -0.3 -0.1
H 1.04268 4.77499 -4.51782 0.0 0.0 0.1
H -0.19002 3.72619 -3.78372 0.1 0.0 0.0
H 1.46748 3.11529 -4.04062 -0.1 0.1 0.0
H 0.74288 6.51249 -2.66042 0.0 0.2 -0.1
H 1.74808 6.60289 -0.10552 0.0 0.2 0.1
H 2.39828 4.87199 1.55858 0.0 0.0 -0.1
H 3.77728 4.18879 0.66838 -0.1 0.0 0.0
H 2.38698 3.16429 1.08618 0.0 0.1 -0.1
O -1.64052 -5.20241 -2.13392 -0.2 -0.4 0.1
C -1.30862 -4.16741 -2.89482 0.4 0.5 -0.1
C -2.13972 -3.83411 -3.97252 -0.1 -0.2 0.1
C -1.87102 -2.73991 -4.76192 0.0 -0.1 0.1
C -0.76062 -1.93451 -4.51162 0.2 0.2 0.1
C 0.07938 -2.25111 -3.46742 0.0 -0.1 -0.1
C -0.17422 -3.36541 -2.65232 0.1 -0.1 -0.1
C 0.68388 -3.65501 -1.48712 -0.9 -1.6 -0.4
O 0.51018 -4.62531 -0.75882 0.0 0.3 -0.3
O 1.62658 -2.78321 -1.23962 1.1 -2.1 -0.8
H -0.95982 -5.35041 -1.43892 0.0 0.2 -0.2
H -2.99032 -4.46851 -4.16482 -0.1 -0.1 0.0
H -2.52872 -2.50831 -5.58662 0.0 0.0 -0.1
H -0.56272 -1.07681 -5.13792 0.1 0.0 0.0
H 0.95838 -1.63271 -3.26762 -0.2 -0.2 -0.2
```
Positions in Å, forces in eV/Å.